# 1
{
  "formula": "C2H10N3",
  "method": "the ωB97M-V functional and the def2-TZVPD basis",
  "symbols": ["N", "C", "N", "C", "N", "H", "H", "H", "H", "H", "H", "H", "H", "H", "H"],
  "coordinates": [[0.46530, -1.49764, 1.54044], [-0.39679, -1.44386, 0.34447], [-0.79602, 0.09259, -0.03776], [0.34692, 1.33047, -0.14665], [0.33357, 1.56953, -1.54996], [0.96365, -0.72539, 1.72406], [1.13368, -2.31240, 1.40201], [-0.07114, -1.94472, -0.61795], [-1.19907, -2.00474, 0.76104], [-1.59178, 0.49980, 0.62977], [-1.34377, -0.03575, -1.04970], [0.11405, 2.06527, 0.66038], [1.21938, 0.79378, 0.33315], [0.89151, 1.11496, -2.18048], [-0.06950, 2.49809, -1.81282]],
  "mulliken_charge": [-0.537, -0.302, -0.469, -0.234, -0.472, 0.239, 0.259, 0.308, 0.324, 0.412, 0.425, 0.388, 0.226, 0.205, 0.227],
  "e_homo_ev": -13.99,
  "homo_lumo_gap_ev": 10.685,
  "smiles": "NC[NH2+]CN",
  "charge": 1
}

# 2
{
  "formula": "C4H14NO",
  "method": "the ωB97M-V functional and the def2-TZVPD basis",
  "symbols": ["C", "C", "C", "C", "N", "H", "H", "H", "H", "H", "H", "H", "H", "H", "H", "H", "H", "H", "H", "O"],
  "coordinates": [[0.05175, 0.02237, 0.47355], [-1.23798, 0.23190, -0.30284], [-2.13804, 1.27900, 0.35352], [-1.98991, -1.08824, -0.50991], [1.03091, -0.85752, -0.27674], [-0.12523, -0.44916, 1.43973], [0.56835, 0.97000, 0.61706], [-0.92419, 0.55355, -1.30603], [-2.83946, 0.79305, 1.02362], [-2.67999, 1.77629, -0.45044], [-1.58998, 2.07372, 0.85702], [-2.16624, -1.59340, 0.44722], [-2.96775, -0.89828, -0.94648], [-1.46302, -1.82500, -1.11953], [1.01025, -1.83361, 0.01559], [2.00718, -0.49706, -0.13293], [0.80024, -0.83272, -1.26900], [3.93273, 1.14964, -0.17956], [3.30089, 0.61289, 1.11694], [3.46441, 0.38886, 0.19224]],
  "mulliken_charge": [-0.849, 0.694, -1.517, -1.501, -0.173, 0.332, 0.436, 0.250, 0.361, 0.380, 0.410, 0.372, 0.395, 0.379, 0.385, 0.294, 0.368, 0.341, 0.348, -0.706],
  "e_homo_ev": -15.66,
  "homo_lumo_gap_ev": 12.404,
  "charge": 1
}

# 3
{
  "formula": "C40H71N5O12S",
  "method": "the ωB97M-V functional and the def2-TZVPD basis",
  "symbols": ["H", "N", "C", "C", "C", "C", "C", "C", "C", "C", "O", "N", "O", "C", "N", "S", "N", "C", "C", "O", "C", "C", "N", "C", "C", "C", "O", "H", "H", "H", "H", "H", "H", "H", "H", "H", "H", "H", "H", "H", "H", "H", "H", "H", "H", "H", "H", "H", "H", "C", "C", "C", "O", "H", "H", "H", "H", "H", "H", "C", "C", "C", "O", "H", "H", "H", "H", "H", "H", "C", "C", "C", "O", "H", "H", "H", "H", "H", "H", "C", "C", "C", "O", "H", "H", "H", "H", "H", "H", "C", "C", "C", "O", "H", "H", "H", "H", "H", "H", "C", "C", "C", "O", "H", "H", "H", "H", "H", "H", "C", "C", "C", "O", "H", "H", "H", "H", "H", "H", "C", "C", "C", "O", "H", "H", "H", "H", "H", "H"],
  "coordinates": [[-2.88984, -2.91593, -4.85886], [-2.91637, -3.83734, -4.37049], [-1.66665, -4.15689, -4.07029], [-1.44147, -5.57134, -3.34228], [-0.51092, -3.13033, -4.50404], [-0.10050, -2.06374, -3.38844], [1.13078, -2.47306, -2.44361], [1.93323, -3.85031, -2.55566], [1.95032, -4.69875, -1.15066], [1.64695, -1.47550, -1.34282], [2.79872, -1.80707, -0.49366], [2.31871, -1.71082, 0.77327], [3.20998, -1.86052, 1.55838], [1.00149, -0.06685, -1.11051], [1.29700, 0.98250, -0.18465], [0.24837, 2.31493, -0.42914], [-0.62234, 1.59529, -1.72288], [-0.22092, 0.26107, -2.09034], [-0.82194, -0.67372, -3.23586], [-1.89472, -0.26589, -4.07205], [-3.07205, 0.11226, -3.30827], [-3.84615, -1.12434, -2.61823], [-5.16503, -0.67471, -2.02473], [-5.89221, -1.81970, -1.39945], [-6.50505, -2.88467, -2.43762], [-8.11053, -2.77092, -2.63293], [-6.20938, -4.23140, -1.91573], [-2.29659, -5.73673, -2.58597], [-0.39858, -5.71677, -2.90074], [-1.61105, -6.37546, -4.16296], [-0.88133, -2.55309, -5.43901], [0.37360, -3.77148, -4.88755], [1.54518, -4.57385, -3.34815], [3.03660, -3.57164, -2.77191], [3.04083, -4.73490, -0.76592], [1.38407, -4.03075, -0.39770], [1.48241, -5.73734, -1.25894], [-2.89999, 0.92996, -2.52675], [-3.81909, 0.56074, -4.07446], [-4.14784, -1.82998, -3.48712], [-3.20691, -1.64255, -1.82052], [-5.00499, -0.00438, -1.25383], [-5.24923, -2.40316, -0.62504], [-6.78453, -1.40640, -0.78391], [-6.04606, -2.84759, -3.48444], [-8.44780, -1.71616, -2.34877], [-8.32333, -2.98441, -3.75361], [-8.67481, -3.60039, -2.05344], [-6.85654, -4.37397, -1.18834], [-9.08468, -3.32412, 2.56700], [-9.00198, -3.04008, 1.09127], [-10.12864, -2.25656, 0.47231], [-8.05882, -3.42960, 0.42414], [-8.20643, -3.89577, 2.87549], [-9.10542, -2.38579, 3.12540], [-9.97898, -3.91294, 2.78246], [-10.19559, -1.27101, 0.93821], [-11.06915, -2.79812, 0.59518], [-9.93637, -2.12687, -0.59469], [2.15481, 3.75821, 4.75701], [1.48744, 3.44293, 3.44549], [1.22842, 1.99482, 3.12810], [1.16797, 4.32716, 2.66798], [2.27728, 4.84018, 4.84940], [1.53526, 3.40381, 5.58395], [3.14090, 3.28927, 4.79405], [0.56714, 1.56098, 3.88185], [2.17286, 1.44723, 3.09211], [0.74375, 1.92137, 2.15279], [6.24178, -6.97966, -1.94278], [5.23084, -6.00212, -2.47995], [5.75306, -4.82225, -3.25643], [4.03654, -6.16042, -2.29318], [5.72393, -7.77748, -1.40560], [6.80587, -7.42152, -2.76699], [6.91745, -6.47281, -1.25031], [6.29567, -5.16871, -4.13860], [6.40707, -4.21985, -2.62215], [4.91467, -4.20302, -3.58247], [4.66914, 3.66235, -1.51068], [4.87864, 2.47227, -2.40781], [4.52237, 1.11761, -1.85574], [5.31954, 2.59961, -3.53745], [4.96759, 4.57050, -2.03824], [3.61311, 3.74417, -1.24258], [5.28079, 3.56279, -0.61337], [3.46077, 1.08697, -1.60276], [5.12842, 0.90519, -0.97211], [4.72462, 0.35398, -2.61086], [1.78318, 8.01386, 3.51573], [2.72736, 7.71934, 4.65014], [3.95090, 8.58738, 4.77763], [2.50984, 6.81309, 5.43511], [0.94827, 7.31024, 3.54759], [1.39029, 9.02844, 3.61316], [2.30152, 7.89836, 2.56139], [3.65446, 9.62727, 4.93099], [4.56547, 8.49744, 3.87925], [4.53887, 8.26030, 5.63834], [8.65436, 4.50756, 0.34548], [7.63936, 5.48355, -0.18744], [8.15577, 6.66973, -0.95727], [6.44650, 5.31970, -0.00309], [8.13969, 3.70454, 0.87815], [9.22109, 4.07253, -0.48060], [9.32718, 5.01378, 1.04113], [8.70042, 6.33067, -1.84113], [8.80648, 7.27204, -0.31952], [7.31375, 7.28625, -1.28006], [-0.75264, -2.11091, 5.71354], [-0.66274, -1.36753, 4.40713], [0.60414, -1.51552, 3.60901], [-1.58008, -0.67183, 4.00919], [-1.72067, -1.91036, 6.17843], [-0.66512, -3.18508, 5.53672], [0.03658, -1.77274, 6.38863], [0.75231, -2.56295, 3.33761], [1.45437, -1.15047, 4.18945], [0.52584, -0.92447, 2.69354], [-3.32289, 1.96678, 2.72793], [-4.32544, 2.95444, 2.19398], [-3.79397, 4.12972, 1.41653], [-5.52034, 2.80914, 2.38289], [-3.84609, 1.17351, 3.26607], [-2.76536, 1.51989, 1.90167], [-2.64045, 2.46675, 3.41884], [-3.25708, 3.77840, 0.53241], [-3.13230, 4.72541, 2.04929], [-4.62793, 4.75717, 1.09340]],
  "mulliken_charge": [0.315, -0.628, 0.409, -0.743, -1.349, 0.797, 0.319, -0.130, -0.921, 0.457, -0.414, 0.356, -0.488, 0.463, -0.475, 0.270, -0.696, 0.513, 0.006, -0.458, -0.589, 0.322, -0.345, -0.744, 0.550, -1.044, -0.599, 0.294, 0.078, 0.290, 0.412, 0.390, 0.169, -0.266, 0.221, 0.292, 0.292, 0.240, 0.321, -0.341, 0.268, 0.276, 0.199, 0.332, 0.310, 0.192, 0.315, 0.254, 0.325, -1.229, 0.768, -0.917, -0.452, 0.301, 0.346, 0.338, 0.322, 0.387, 0.102, -0.768, 0.710, -0.287, -0.594, -0.048, 0.328, 0.361, 0.244, 0.390, -0.359, -1.218, 0.896, -0.999, -0.487, 0.310, 0.344, 0.340, 0.379, 0.295, 0.185, -0.963, 0.751, -0.416, -0.604, 0.264, 0.266, 0.254, -0.205, 0.366, 0.332, -1.011, 0.878, -1.141, -0.631, 0.231, 0.380, 0.289, 0.333, 0.309, 0.306, -1.160, 0.906, -1.172, -0.566, 0.288, 0.331, 0.362, 0.335, 0.361, 0.293, -1.229, 0.694, -0.657, -0.515, 0.323, 0.332, 0.324, 0.490, 0.375, -0.122, -0.827, 0.759, -0.977, -0.581, 0.287, 0.218, 0.310, 0.209, 0.312, 0.303],
  "e_homo_ev": -8.34,
  "homo_lumo_gap_ev": 6.945,
  "smiles": "[H]/N=C(/C)Cc1c(CC)c(ON=O)c2nsnc2c1OCCNC[C@H](C)O.CC(C)=O.CC(C)=O.CC(C)=O.CC(C)=O.CC(C)=O.CC(C)=O.CC(C)=O.CC(C)=O"
}

# 4
{
  "formula": "C4H3N3O",
  "method": "the ωB97M-V functional and the def2-TZVPD basis",
  "symbols": ["C", "C", "C", "C", "H", "H", "H", "N", "N", "N", "O"],
  "coordinates": [[-2.09052, -0.16585, 0.21336], [-0.10163, 0.41385, -0.18888], [1.13826, 1.08595, 0.01248], [1.52048, -0.88919, -0.05650], [-1.74394, -1.10874, 0.42072], [1.29606, 2.07442, -0.24125], [2.17298, -1.68010, 0.35518], [-1.29243, 0.97453, 0.10188], [2.23894, 0.29628, -0.15988], [0.20873, -0.90966, -0.16523], [-3.34693, -0.09150, -0.29187]],
  "mulliken_charge": [0.092, 0.755, -0.262, -0.023, 0.480, 0.399, 0.360, -0.401, -0.390, -0.527, -0.483],
  "e_homo_ev": -10.30,
  "homo_lumo_gap_ev": 7.273
}

# 5
{
  "formula": "C6H6",
  "method": "the ωB97M-V functional and the def2-TZVPD basis",
  "symbols": ["C", "C", "C", "C", "C", "C", "H", "H", "H", "H", "H", "H"],
  "coordinates": [[-0.66510, -1.62760, -2.34114], [-0.65091, -1.18172, -1.22095], [-0.61029, -0.68270, 0.16032], [-0.05090, 0.64766, 0.38227], [0.29790, 1.85724, 0.14750], [0.93504, 0.84749, 1.42878], [-0.65001, -2.05805, -3.32224], [0.12423, -1.09597, 0.92881], [-1.59408, -0.74210, 0.63246], [0.28467, 2.67285, -0.59306], [1.91737, 0.35880, 1.31940], [0.66207, 1.00410, 2.47784]],
  "mulliken_charge": [0.252, -0.490, -0.617, 0.385, -0.523, -0.829, 0.397, 0.292, 0.273, 0.338, 0.281, 0.240],
  "e_homo_ev": -9.44,
  "homo_lumo_gap_ev": 10.471,
  "smiles": "C#CCC1=CC1"
}

# 6
{
  "formula": "C28H64N2O4S",
  "method": "the ωB97M-V functional and the def2-TZVPD basis",
  "symbols": ["N", "C", "C", "C", "O", "S", "O", "O", "O", "C", "N", "H", "H", "H", "H", "H", "H", "H", "H", "C", "C", "C", "C", "C", "C", "H", "H", "H", "H", "H", "H", "H", "H", "H", "H", "H", "H", "H", "H", "C", "C", "C", "C", "C", "C", "H", "H", "H", "H", "H", "H", "H", "H", "H", "H", "H", "H", "H", "H", "C", "C", "C", "C", "C", "C", "H", "H", "H", "H", "H", "H", "H", "H", "H", "H", "H", "H", "H", "H", "C", "C", "C", "C", "C", "C", "H", "H", "H", "H", "H", "H", "H", "H", "H", "H", "H", "H", "H", "H"],
  "coordinates": [[2.06504, -0.88012, 0.95897], [1.32326, 0.11483, 0.76916], [0.79240, 0.47644, -0.60267], [-0.70542, 0.36201, -0.67551], [-1.36028, 1.25148, 0.28087], [-2.71370, 0.57333, 0.83601], [-2.48281, 0.35168, 2.20846], [-3.87113, 1.26401, 0.50606], [-2.69421, -0.73107, -0.13675], [-1.29725, -0.96207, -0.33002], [-0.96910, -2.11415, -1.15450], [2.21694, -1.34501, 0.06158], [1.07986, 0.74548, 1.61740], [1.03765, 1.52793, -0.75064], [1.27446, -0.11328, -1.37403], [-1.03722, 0.77848, -1.62634], [-0.94658, -1.20288, 0.68768], [-0.14008, -2.52918, -0.73856], [-1.69657, -2.79769, -0.95323], [-0.41038, 4.46399, -1.03638], [-0.90773, 5.20528, -2.27296], [-0.18360, 4.79215, -3.55279], [1.31886, 5.07775, -3.56837], [1.70460, 6.53854, -3.34428], [1.17961, 7.47492, -4.42897], [0.64285, 4.67135, -0.83677], [-0.97743, 4.76779, -0.15578], [-0.53264, 3.38547, -1.15599], [-0.82080, 6.28339, -2.11450], [-1.97426, 5.00136, -2.39758], [-0.65815, 5.28825, -4.40397], [-0.33139, 3.71869, -3.71455], [1.72431, 4.74665, -4.53059], [1.81368, 4.46427, -2.80873], [2.79548, 6.60859, -3.32182], [1.35611, 6.87964, -2.36570], [1.55289, 7.17835, -5.41147], [1.50605, 8.49860, -4.24074], [0.08924, 7.47984, -4.46501], [-0.75390, -7.24487, 2.77323], [-1.27186, -6.11323, 3.65623], [-1.84333, -4.93788, 2.86475], [-0.84432, -4.21826, 1.96370], [0.39553, -3.65737, 2.65016], [0.06022, -2.58238, 3.66748], [0.07020, -6.91714, 2.13740], [-0.38660, -8.06954, 3.38558], [-1.54830, -7.63225, 2.13176], [-0.47403, -5.77101, 4.32112], [-2.06019, -6.50766, 4.30292], [-2.28042, -4.22068, 3.56441], [-2.67469, -5.29542, 2.24845], [-1.36575, -3.39389, 1.46119], [-0.52233, -4.90185, 1.17004], [1.05170, -3.21850, 1.89247], [0.97013, -4.46006, 3.12023], [-0.47570, -1.75450, 3.19464], [0.97253, -2.18321, 4.11280], [-0.55952, -2.97201, 4.47818], [-4.81335, -4.25628, 9.16097], [-5.32008, -3.49300, 7.94058], [-4.59829, -3.86885, 6.64811], [-3.09913, -3.56738, 6.63214], [-2.72830, -2.10706, 6.88451], [-3.27226, -1.16024, 5.81277], [-3.76213, -4.04479, 9.36224], [-5.37995, -3.97504, 10.04998], [-4.92495, -5.33340, 9.01977], [-5.24138, -2.41772, 8.12186], [-6.38553, -3.70340, 7.81503], [-5.08186, -3.35671, 5.81135], [-4.73629, -4.93907, 6.46135], [-2.69468, -3.87031, 5.66150], [-2.59527, -4.19420, 7.37420], [-1.63830, -2.01893, 6.90181], [-3.07521, -1.78899, 7.87151], [-2.89948, -1.43213, 4.82291], [-2.95664, -0.13697, 6.02020], [-4.36277, -1.17003, 5.78225], [5.98828, 3.06938, -9.13900], [5.37565, 1.85545, -8.44642], [3.95231, 2.09686, -7.94724], [3.81430, 3.19151, -6.88797], [4.65127, 2.98567, -5.62669], [4.27231, 1.72685, -4.85123], [6.07588, 3.92012, -8.46158], [6.98997, 2.83638, -9.50302], [5.38352, 3.37460, -9.99535], [6.02047, 1.53968, -7.62167], [5.35682, 1.02249, -9.15412], [3.55095, 1.15766, -7.55560], [3.31625, 2.35968, -8.79840], [2.75931, 3.26812, -6.60457], [4.07639, 4.15790, -7.32819], [4.51240, 3.85146, -4.97302], [5.71600, 2.95666, -5.87296], [3.22098, 1.75654, -4.55463], [4.87492, 1.64008, -3.94556], [4.43596, 0.82408, -5.44163]],
  "mulliken_charge": [-0.614, -0.363, -0.586, 0.003, -0.222, 0.999, -0.472, -0.602, -0.550, 0.859, -0.737, 0.286, 0.439, 0.109, 0.517, 0.581, -0.339, 0.338, 0.385, -0.856, -0.589, -0.768, 0.051, -0.539, -1.218, 0.287, 0.466, -0.066, 0.267, 0.376, 0.388, 0.324, 0.005, 0.227, 0.400, 0.255, 0.273, 0.391, 0.291, -1.404, -0.390, -0.534, -0.064, -0.566, -0.760, 0.294, 0.416, 0.313, 0.270, 0.490, -0.006, 0.445, -0.257, 0.433, 0.311, 0.485, 0.025, 0.396, 0.143, -1.194, -0.487, -0.859, 0.596, -0.583, -1.113, 0.288, 0.382, 0.291, 0.238, 0.378, 0.354, 0.443, -0.873, 0.419, 0.393, 0.407, 0.177, 0.396, 0.310, -1.181, -0.413, -0.911, -0.401, -0.409, -1.213, 0.281, 0.379, 0.293, 0.232, 0.366, 0.343, 0.412, 0.222, 0.365, 0.332, 0.353, 0.250, 0.386, 0.318],
  "e_homo_ev": -10.50,
  "homo_lumo_gap_ev": 10.926
}